# C4H10N2OS

A cluster of 2 separate species, C4H10N2OS in total at a distorted geometry (ωB97M-V/def2-TZVPD, OMol25).

Structure (XYZ):
```
18
Properties=species:S:1:pos:R:3
H 1.85 2.65 -0.59
N -1.13 -0.32 1.86
C 0.96 -1.78 -0.55
H 2.65 -0.29 -1.20
C 0.92 0.76 -0.66
H -1.35 -1.26 2.10
H 1.26 -2.55 -1.11
H -0.14 -1.82 -0.52
N -2.10 -1.02 -0.35
H 1.14 -2.06 0.54
H -1.54 0.35 2.55
H -2.25 -1.11 -1.38
H 0.76 2.23 0.67
O -2.19 1.39 0.55
C 1.58 -0.38 -0.85
H 0.16 2.75 -0.93
S -1.46 0.23 0.29
C 0.88 2.22 -0.41
```

The energy comes out at -741.160378 Ha. The orbital gap (spin up / spin down) is 7.8745 / 7.8580 eV. The HOMO energy (spin up / spin down) is -8.236 / -8.230 eV.


# C4H8Ag3BBr4F4

A structure of composition C4H8Ag3BBr4F4 at a distorted geometry (ωB97M-V/def2-TZVPD, OMol25).

Structure (XYZ):
```
24
Properties=species:S:1:pos:R:3
Ag -10.45 0.14 -25.27
Br -9.06 -3.57 -25.97
H -16.19 -2.41 -27.98
H -17.98 -1.55 -25.64
H -17.78 -3.10 -27.55
F -13.91 -1.91 -24.95
B -13.28 -0.81 -25.34
H -12.31 -3.56 -26.35
C -16.89 -2.60 -27.17
F -12.81 -0.09 -24.24
Ag -12.40 0.80 -27.68
F -12.15 -1.07 -26.00
H -9.95 -3.61 -28.29
H -11.60 -5.01 -27.04
H -16.57 -0.65 -26.14
C -10.43 -3.27 -27.37
F -14.10 -0.05 -26.04
Br -16.14 -4.01 -25.89
H -10.53 -2.19 -27.47
Ag -13.78 2.13 -24.53
C -11.77 -3.94 -27.21
Br -18.32 -0.10 -27.80
C -17.37 -1.30 -26.51
Br -12.85 -3.50 -28.89
```

The net charge is +2. The energy comes out at -11317.915742 Ha. The orbital gap is 3.3763 eV. The HOMO energy is -14.442 eV.


# C3H5BrN2O4

The molecule C3H5BrN2O4 at a distorted geometry (ωB97M-V/def2-TZVPD, OMol25).

Structure (XYZ):
```
15
Properties=species:S:1:pos:R:3
N 3.25 -1.05 0.27
O 2.81 -2.04 0.63
H -2.22 0.79 1.28
C -2.23 0.06 0.60
H -3.15 -0.31 0.37
C -1.46 0.61 -0.65
C 0.00 0.87 -0.40
H -1.79 -0.77 1.00
N 0.75 -0.20 -0.29
H -1.74 1.63 -1.01
O 4.29 -0.58 0.05
H -1.68 -0.21 -1.33
O 2.15 0.05 -0.11
Br 0.69 2.46 0.14
O 0.34 -1.32 -0.56
```

The energy comes out at -3101.484603 Ha. The orbital gap is 8.4835 eV. The HOMO energy is -8.627 eV.


# C25H45CeN4OP

A structure of composition C25H45CeN4OP at a distorted geometry (ωB97M-V/def2-TZVPD, OMol25).

Structure (XYZ):
```
77
Properties=species:S:1:pos:R:3
C 0.22 2.02 -4.25
H 0.13 3.07 -3.94
H 5.23 -3.33 -1.34
H -1.10 -2.05 3.24
H -5.77 -4.11 -0.54
H -3.44 2.21 4.75
H 3.00 -0.24 3.58
H 3.46 2.91 -2.20
C 0.35 3.84 -0.91
H 3.38 -1.21 2.14
H 2.11 3.68 -3.08
H 3.14 2.12 0.26
H -1.67 2.38 -2.22
H -0.88 -0.46 -4.52
C 1.49 -1.67 3.12
C -1.64 -3.14 1.43
H -2.27 1.37 -3.56
H -0.78 -0.34 4.32
C -1.61 1.38 -2.68
H -5.78 -3.03 -1.96
P 0.99 1.20 -1.64
H 2.87 4.52 -1.71
O -4.20 -2.82 -0.56
C -2.00 1.65 1.23
C 1.58 2.93 -1.08
H -0.37 3.42 -0.19
N -1.53 0.31 4.50
N 0.61 -2.15 2.00
H 1.25 1.84 -4.61
H 3.10 0.70 -2.80
H -1.32 -4.04 0.89
H -1.26 -0.86 -0.73
H 2.21 0.14 2.04
H -0.16 4.04 -1.86
C -3.03 2.08 3.74
H 0.70 4.81 -0.51
N -1.49 0.92 2.27
H 0.68 -3.92 0.80
C 2.44 0.31 -2.02
H -2.62 -3.33 1.87
H -6.23 -2.40 -0.36
H -4.29 3.58 2.81
C -0.16 -0.40 -3.69
C 3.97 -1.62 -1.71
C 3.42 -3.32 -0.15
H -0.47 1.87 -5.10
C 4.31 -2.80 -1.09
C -2.02 1.13 3.53
N 1.91 -1.45 -0.44
H -0.38 -3.65 3.13
H -1.88 0.38 5.45
H 4.59 -1.18 -2.48
H 1.98 -3.74 1.97
C 2.28 2.80 0.29
H 1.93 -2.57 3.59
C 2.56 3.53 -2.09
C 2.57 -0.70 2.68
H 0.84 -1.22 3.90
H 0.83 -0.68 -4.08
C 1.37 -3.18 1.24
Ce -0.11 -0.26 0.63
C -0.18 1.04 -3.14
C -0.66 -2.77 2.53
H -1.99 0.64 -1.96
H -1.66 1.38 0.19
H -3.86 -2.18 -1.21
C -3.50 2.84 2.66
H -0.46 -1.13 -2.92
H 2.65 3.80 0.57
C 2.26 -2.60 0.16
C -2.96 2.64 1.40
C 2.77 -0.92 -1.40
C -5.57 -3.09 -0.89
H 3.59 -4.26 0.37
H -3.28 3.22 0.53
H -1.81 -2.35 0.67
H 1.59 2.48 1.09
```

The net charge is +2. The energy comes out at -2089.792568 Ha. The orbital gap (spin up / spin down) is 8.3966 / 6.9936 eV. Its multiplicity is 3. The HOMO energy (spin up / spin down) is -13.734 / -14.253 eV.


Energy relative to the best compared isomer or geometry (same formula, charge and spin) / kJ/mol: 571.4 270.6 192.7 53.0